1.
The following is a DFT calculation (ωB97M-V/def2-TZVPD) of a molecular structure, C23H25N2OY.

Geometry as XYZ:
```
52
Properties=species:S:1:pos:R:3:nbo_charge:R:1
C 2.1558 0.3404 3.1531 -0.3795
C 2.1732 -0.4069 1.9318 -0.3351
C 2.1571 0.5124 0.8451 -0.4043
H 2.3207 -1.4802 1.8404 0.2623
C 2.1395 1.8381 1.3922 -0.3772
C 2.1152 1.7301 2.8172 -0.3971
H 2.2652 2.7518 0.8178 0.2479
C -1.4035 -2.3956 3.1942 -0.3251
C -0.1204 -2.6473 2.6231 -0.3497
C -0.2736 -2.7548 1.2201 -0.3522
H 0.8123 -2.7425 3.1755 0.2050
C -1.6472 -2.4618 0.8980 -0.1758
C -2.3497 -2.3310 2.1434 -0.3263
H 2.2637 0.2630 -0.2131 0.2550
H 2.0721 2.5685 3.5155 0.2587
H 2.2372 -0.0828 4.1551 0.2611
H -3.4217 -2.1712 2.2574 0.2097
H 0.5176 -2.9599 0.4955 0.2025
H -1.6163 -2.2644 4.2511 0.2207
Y -0.0258 0.8184 2.0312 1.9332
C -2.0183 -1.6513 -0.3516 -0.0150
C -3.5206 -1.5816 -0.5472 -0.6116
C -1.2855 -2.1266 -1.5924 -0.6118
H -3.9369 -2.5977 -0.5899 0.2375
H -3.7548 -1.0690 -1.4869 0.1900
H -4.0161 -1.0386 0.2651 0.2172
H -1.4929 -3.1922 -1.7599 0.2354
H -0.2005 -1.9809 -1.5164 0.2083
H -1.6283 -1.5656 -2.4702 0.1922
C -1.4180 -0.2623 0.1075 -0.5805
C -1.2392 1.1362 -0.4860 0.7605
H -0.3468 -0.6066 0.2862 0.2790
H -2.0059 -0.0827 1.0531 0.2599
O -0.6470 1.9123 0.3791 -0.7596
N -1.4178 1.5660 -1.7359 -0.6227
C -0.4480 2.6362 -2.1717 -0.2606
H -2.3784 1.6860 -2.0540 0.4374
C 0.8667 1.9541 -2.4731 0.0274
C 2.1136 2.5774 -2.3188 -0.2318
H 2.1616 3.5961 -1.9232 0.2169
C 3.2843 1.8914 -2.6718 -0.2056
H 4.2639 2.3704 -2.5569 0.2253
C 3.2112 0.5837 -3.1744 -0.2140
H 4.1193 0.0531 -3.4743 0.2240
C 1.9678 -0.0448 -3.3287 -0.1945
H 1.8765 -1.0698 -3.7022 0.2250
C 0.8075 0.6639 -3.0085 -0.2556
H -0.1790 0.2255 -3.1714 0.2265
H -0.3622 3.3976 -1.3862 0.2316
H -0.8286 3.0948 -3.0916 0.2250
N -2.3208 1.8991 4.6202 -0.4051
C -1.5982 1.5016 3.7876 -0.2851
```

The value obtained for the energy relative to the best compared isomer or geometry (same formula, charge and spin) is 64.41 kcal/mol. The spin multiplicity is 1. For the frontier orbital gap, the calculation gives 5.8 eV. The net charge is 0. The LUMO energy comes out at -0.89 eV. The calculation puts the total energy at -30325.466 eV. For the highest occupied orbital energy, the calculation gives -6.735 eV.

2.
The following is a DFT calculation (ωB97M-V/def2-TZVPD) of C23H25N5OS in the gas phase.

Geometry as XYZ:
```
55
Properties=species:S:1:pos:R:3:nbo_charge:R:1
C -4.3696 0.0190 5.3701 -0.5987
H -5.0363 0.6071 4.7446 0.2019
H -4.9449 -0.3823 6.2014 0.2098
H -3.6004 0.6779 5.7670 0.2142
C -3.7344 -1.1204 4.5703 -0.2258
C -2.8583 -0.5780 3.4699 0.0246
C -1.4984 -0.8615 3.4463 -0.2049
C -0.6833 -0.3708 2.4454 -0.1936
C -1.2176 0.4153 1.4288 -0.0511
C -2.5810 0.6997 1.4433 -0.1774
C -3.3842 0.2126 2.4537 -0.2224
H -4.4361 0.4538 2.4454 0.2154
H -3.0080 1.3238 0.6718 0.2207
C -0.3607 0.9335 0.3576 0.2363
C 0.8633 1.5461 0.6502 -0.3541
C 1.3219 1.7470 1.9628 0.2863
N 1.7692 1.9619 2.9993 -0.3179
C 1.6683 2.0194 -0.4222 0.4903
N 1.2597 1.9010 -1.6789 -0.5394
C 0.1205 1.3213 -1.9684 0.1734
C -0.7475 0.8069 -0.9879 -0.3536
C -1.9129 0.1217 -1.3748 0.2750
N -2.8345 -0.4594 -1.7364 -0.3016
S -0.2178 1.1884 -3.6766 0.3139
C 1.3323 1.8845 -4.3466 -0.6160
C 2.6299 1.4375 -3.6800 0.7217
O 3.4449 2.2760 -3.3286 -0.6733
N 2.8800 0.1204 -3.5808 -0.4482
C 2.0833 -0.9781 -4.0737 -0.2181
H 2.7522 -1.6221 -4.6567 0.1937
C 1.4791 -1.7823 -2.9086 -0.4129
C 2.3639 -1.6421 -1.6671 -0.3967
C 3.8283 -1.5891 -2.0919 -0.4159
C 4.0839 -0.3018 -2.8830 -0.2149
H 4.8977 -0.4444 -3.6044 0.1953
H 4.3676 0.5158 -2.2166 0.2296
H 4.4835 -1.6115 -1.2210 0.2206
H 4.0547 -2.4664 -2.7005 0.1967
H 2.1887 -2.4751 -0.9859 0.2183
H 2.1194 -0.7205 -1.1346 0.1946
H 0.4682 -1.4370 -2.6887 0.2160
H 1.4104 -2.8301 -3.2030 0.2086
H 1.3003 -0.6238 -4.7406 0.2209
H 1.3269 1.6198 -5.4048 0.2477
H 1.2807 2.9684 -4.2444 0.2611
N 2.8729 2.5818 -0.2581 -0.7684
H 3.3577 2.8647 -1.0975 0.4415
H 3.2516 2.7615 0.6544 0.4130
H 0.3682 -0.6191 2.4393 0.2208
H -1.0674 -1.4769 4.2228 0.2141
C -4.8080 -2.0484 3.9976 -0.5985
H -5.4798 -1.5037 3.3392 0.2032
H -5.3949 -2.4846 4.8028 0.2094
H -4.3487 -2.8532 3.4277 0.2139
H -3.1048 -1.7046 5.2506 0.2009
```

The value obtained for the energy relative to the best compared isomer or geometry (same formula, charge and spin) is 0.00 kcal/mol. The spin multiplicity is 1. For the frontier orbital gap, the calculation gives 8.5 eV. The net charge is 0. The LUMO energy comes out at -0.16 eV. The calculation puts the total energy at -44591.271 eV. For the highest occupied orbital energy, the calculation gives -8.692 eV.

3.
The following is a DFT calculation (ωB97M-V/def2-TZVPD) of a molecular structure, C23H26CoN3O3P.

Geometry as XYZ:
```
57
Properties=species:S:1:pos:R:3:nbo_charge:R:1
Co -0.0303 0.2056 0.1732 1.5906
N -1.2729 -1.4069 -0.7528 -0.6968
N -2.1335 -0.7041 -1.6162 -0.5259
C -2.1255 0.7008 -1.6067 0.8688
O -2.9681 1.3081 -2.2149 -0.6048
O -1.1369 1.2120 -0.9167 -0.8715
H -0.6732 -2.0153 -1.2992 0.3806
H -1.7945 -1.9786 -0.0985 0.3885
H -2.9771 -1.1547 -1.9295 0.4015
N 0.2417 0.0748 1.9149 -1.1539
P 0.5726 1.3298 2.8553 1.7489
C 1.9346 0.9443 3.9718 -0.4394
C 2.3917 1.8780 4.8991 -0.1287
C 3.4383 1.5414 5.7410 -0.2215
C 4.0208 0.2830 5.6595 -0.1604
C 3.5624 -0.6464 4.7370 -0.2077
C 2.5147 -0.3190 3.8893 -0.1863
C 1.0742 2.6785 1.7536 -0.4226
C 0.0900 3.2541 0.9452 -0.2162
C 0.4574 4.1656 -0.0315 -0.1357
C 1.7955 4.4950 -0.2015 -0.1894
C 2.7709 3.9406 0.6180 -0.2096
C 2.4155 3.0247 1.5955 -0.2002
C -0.8373 1.9079 3.8129 -0.4510
C -0.9681 3.2430 4.1834 -0.1767
C -2.0635 3.6299 4.9388 -0.1993
C -3.0162 2.6929 5.3153 -0.1674
C -2.8852 1.3631 4.9400 -0.2178
C -1.7929 0.9650 4.1870 -0.1122
H 1.9307 2.8571 4.9609 0.2164
H 3.7980 2.2596 6.4657 0.2308
H 4.8344 0.0251 6.3246 0.2289
H 4.0167 -1.6267 4.6791 0.2282
H 2.1280 -1.0274 3.1684 0.2363
H -0.9510 2.9918 1.0884 0.2450
H -0.3006 4.6170 -0.6569 0.2324
H 2.0810 5.1930 -0.9777 0.2309
H 3.8080 4.2285 0.5025 0.2299
H 3.1626 2.5959 2.2526 0.2328
H -0.2307 3.9760 3.8790 0.2263
H -2.1757 4.6661 5.2283 0.2311
H -3.8690 3.0038 5.9041 0.2308
H -3.6335 0.6379 5.2301 0.2297
H -1.6694 -0.0658 3.8769 0.2176
C 3.6154 -0.3551 -2.2825 -0.4304
C 4.1949 0.0540 -0.9259 -0.4321
C 3.0961 -0.3892 0.0229 -0.0604
O 1.8640 -0.2005 -0.7175 -0.6340
C 2.1569 0.0340 -2.1200 -0.0672
H 3.7102 -1.4327 -2.4234 0.2149
H 4.0785 0.1489 -3.1274 0.2414
H 4.3213 1.1374 -0.8791 0.2142
H 5.1461 -0.4201 -0.6954 0.2394
H 3.0415 0.1899 0.9411 0.2007
H 3.1875 -1.4476 0.2771 0.1874
H 1.9974 1.0915 -2.3403 0.1952
H 1.4678 -0.5594 -2.7200 0.1999
```

The value obtained for the energy relative to the best compared isomer or geometry (same formula, charge and spin) is 7.36 kcal/mol. The spin multiplicity is 5. For the frontier orbital gap (alpha / beta), the calculation gives 10.1 / 7.4 eV. The net charge is +1. The LUMO energy (alpha / beta) comes out at -2.24 / -4.86 eV. Its expectation value of S² is 6.017. The calculation puts the total energy at -81795.549 eV. For the highest occupied orbital energy (alpha / beta), the calculation gives -12.291 / -12.279 eV.

Which formula does entry 3 have?
C23H26CoN3O3P

What is the net charge in the third record?
+1

The highest energy relative to the best compared isomer or geometry (same formula, charge and spin) belongs to which entry?
C23H25N2OY